Entry from OMol25: a cluster of 5 separate species, C21H56BN2O20P4 in total (ωB97M-V with the def2-TZVPD basis set).

Calculated values
Multiplicity: 1
E_tot, a.u.: -3837.80751
ΔE to the lowest compared entry with this formula, charge and spin, kcal per mole: 81.0
Charge: +1
M, g/mol: 791.4
LUMO, Eh: -0.1782
Frontier orbital gap, Eh: 0.237

Last columns: bonded neighbours and bond lengths (Å).
CARTESIAN COORDINATES (ANGSTROEM)
1 C -1.669 0.833 0.023  C2 1.569, H17 1.107, H18 1.107, H19 1.113
2 C -1.724 1.225 -1.495  C1 1.569, C3 1.553, H20 1.107, H21 1.112
3 C -0.328 1.051 -2.152  C2 1.553, O4 1.166, O5 1.415
4 O 0.165 0.000 -2.261  C3 1.166
5 O 0.331 2.198 -2.654  C3 1.415, C6 1.427
6 C 1.366 2.487 -1.715  O5 1.427, C7 1.587, H22 1.113, H23 1.114
7 C 0.845 3.395 -0.522  C6 1.587, N8 1.497, H24 1.105, H25 1.111
8 N 1.879 4.450 -0.283  C7 1.497, C9 1.497, B12 1.545, H26 1.028
9 C 1.405 5.637 0.496  N8 1.497, C10 1.561, H27 1.115, H28 1.104
10 C 0.186 6.375 -0.141  C9 1.561, O11 1.178, H29 1.123
11 O 0.261 7.226 -0.952  C10 1.178
12 B 2.999 3.756 0.524  N8 1.545, O13 1.388, N14 1.449
13 O 4.088 3.274 -0.190  B12 1.388, H30 0.977
14 N 2.926 3.560 1.958  B12 1.449, C15 1.490, C16 1.472
15 C 4.003 4.305 2.668  N14 1.490, H31 1.106, H32 1.111, H33 1.111
16 C 2.927 2.134 2.327  N14 1.472, H34 1.116, H35 1.112, H36 1.118
17 H -2.637 0.399 0.339  C1 1.107
18 H -0.898 0.070 0.245  C1 1.107
19 H -1.496 1.759 0.615  C1 1.113
20 H -2.483 0.638 -2.047  C2 1.107
21 H -1.980 2.305 -1.563  C2 1.112
22 H 1.857 1.568 -1.326  C6 1.113
23 H 2.159 3.009 -2.299  C6 1.114
24 H -0.137 3.784 -0.847  C7 1.105
25 H 0.686 2.778 0.388  C7 1.111
26 H 2.318 4.806 -1.142  N8 1.028
27 H 2.242 6.373 0.511  C9 1.115
28 H 1.163 5.417 1.551  C9 1.104
29 H -0.836 6.063 0.205  C10 1.123
30 H 4.001 2.306 -0.291  O13 0.977
31 H 3.736 4.319 3.741  C15 1.106
32 H 3.998 5.341 2.267  C15 1.111
33 H 5.011 3.869 2.498  C15 1.111
34 H 2.147 1.551 1.783  C16 1.116
35 H 2.699 1.986 3.405  C16 1.112
36 H 3.901 1.623 2.129  C16 1.118
37 C -1.755 -3.817 -0.889  O38 1.421, H45 1.091, H46 1.090, H47 1.091
38 O -3.154 -3.914 -1.118  C37 1.421, P39 1.696
39 P -4.188 -3.316 0.086  O38 1.696, O40 1.510, O41 1.643, O43 1.687
40 O -3.353 -2.120 0.477  P39 1.510
41 O -3.859 -4.631 1.014  P39 1.643, C42 1.433
42 C -4.220 -5.922 0.508  O41 1.433, H48 1.090, H49 1.091, H50 1.089
43 O -5.508 -2.904 1.052  P39 1.687, C44 1.422
44 C -5.380 -3.076 2.459  O43 1.422, H51 1.088, H52 1.090, H53 1.090
45 H -1.267 -4.543 -1.540  C37 1.091
46 H -1.399 -2.821 -1.150  C37 1.090
47 H -1.505 -4.049 0.148  C37 1.091
48 H -3.325 -6.430 0.147  C42 1.090
49 H -4.946 -5.852 -0.303  C42 1.091
50 H -4.653 -6.503 1.322  C42 1.089
51 H -4.383 -2.812 2.806  C44 1.088
52 H -5.608 -4.107 2.727  C44 1.090
53 H -6.109 -2.426 2.942  C44 1.090
54 C -4.320 -8.126 6.631  O55 1.423, H62 1.091, H63 1.089, H64 1.091
55 O -4.315 -6.789 7.119  C54 1.423, P56 1.693
56 P -3.846 -5.569 6.044  O55 1.693, O57 1.508, O58 1.644, O60 1.692
57 O -4.493 -6.138 4.806  P56 1.508
58 O -2.272 -6.023 6.189  P56 1.644, C59 1.432
59 C -1.668 -5.941 7.485  O58 1.432, H65 1.090, H66 1.091, H67 1.090
60 O -3.426 -4.094 5.329  P56 1.692, C61 1.419
61 C -2.358 -4.085 4.394  O60 1.419, H68 1.090, H69 1.091, H70 1.090
62 H -4.280 -8.789 7.496  C54 1.091
63 H -5.241 -8.322 6.085  C54 1.089
64 H -3.455 -8.321 5.996  C54 1.091
65 H -1.599 -6.941 7.913  C59 1.090
66 H -2.239 -5.301 8.160  C59 1.091
67 H -0.664 -5.533 7.375  C59 1.090
68 H -2.365 -4.977 3.767  C61 1.090
69 H -1.403 -4.003 4.915  C61 1.091
70 H -2.478 -3.207 3.760  C61 1.090
71 C -3.774 2.828 -4.894  O72 1.423, H79 1.092, H80 1.089, H81 1.091
72 O -3.738 4.134 -4.329  C71 1.423, P73 1.698
73 P -3.382 5.425 -5.371  O72 1.698, O74 1.506, O75 1.649, O77 1.689
74 O -4.133 4.917 -6.573  P73 1.506
75 O -1.794 4.978 -5.395  P73 1.649, C76 1.425
76 C -1.084 4.993 -4.159  O75 1.425, H82 1.090, H83 1.093, H84 1.091
77 O -3.037 6.941 -6.033  P73 1.689, C78 1.421
78 C -2.056 7.020 -7.059  O77 1.421, H85 1.090, H86 1.091, H87 1.090
79 H -3.647 2.114 -4.078  C71 1.092
80 H -4.739 2.651 -5.365  C71 1.089
81 H -2.969 2.685 -5.616  C71 1.091
82 H -0.973 3.970 -3.799  C76 1.090
83 H -1.600 5.590 -3.403  C76 1.093
84 H -0.094 5.418 -4.330  C76 1.091
85 H -2.116 6.167 -7.736  C78 1.090
86 H -1.059 7.082 -6.623  C78 1.091
87 H -2.243 7.935 -7.620  C78 1.090
88 C 7.942 -2.224 0.420  O89 1.424, H96 1.091, H97 1.089, H98 1.090
89 O 8.087 -1.143 -0.496  C88 1.424, P90 1.700
90 P 6.682 -0.548 -1.246  O89 1.700, O91 1.517, O92 1.641, O94 1.706
91 O 5.823 -0.740 -0.011  P90 1.517
92 O 6.642 -1.861 -2.230  P90 1.641, C93 1.435
93 C 7.705 -2.021 -3.181  O92 1.435, H99 1.089, H100 1.091, H101 1.089
94 O 5.377 0.179 -2.069  P90 1.706, C95 1.424
95 C 4.314 -0.657 -2.515  O94 1.424, H102 1.090, H103 1.090, H104 1.091
96 H 8.918 -2.703 0.514  C88 1.091
97 H 7.643 -1.850 1.398  C88 1.089
98 H 7.222 -2.958 0.058  C88 1.090
99 H 8.393 -2.786 -2.824  C93 1.089
100 H 8.252 -1.090 -3.340  C93 1.091
101 H 7.276 -2.345 -4.128  C93 1.089
102 H 4.092 -1.441 -1.790  C95 1.090
103 H 4.563 -1.099 -3.479  C95 1.090
104 H 3.431 -0.029 -2.645  C95 1.091

Atom charges from the Löwdin analysis, given in e for atoms 1 to 8: atom 1 (C): -0.07, atom 2 (C): -0.12, atom 3 (C): -0.47, atom 4 (O): 0.18, atom 5 (O): -0.04, atom 6 (C): -0.14, atom 7 (C): -0.04, atom 8 (N): 0.04